Here is a 2-piece molecular cluster, C27H54N3O5 overall in a non-equilibrium geometry from the OMol25 dataset. Energies are from ωB97M-V with the def2-TZVPD basis set.

Kohn-Sham gap (spin up / spin down): 9.20 / 8.85 eV
spin multiplicity: 2

```
89
C27H54N3O5 (ωB97M-V with the def2-TZVPD basis set)
O -1.370 1.148 -1.507
O 4.500 -1.656 -1.703
O -3.040 -1.048 -2.541
O 0.665 -1.126 2.719
O 2.024 -4.605 5.276
N -0.627 1.694 -3.814
N -4.049 -0.350 -2.120
N -0.434 -3.801 3.498
C -3.558 2.175 -2.400
C -5.563 -0.234 -0.038
C 0.664 -4.569 5.685
C -0.871 4.019 -0.982
C 5.694 1.211 -2.292
C -0.718 -1.425 2.906
C 4.483 1.456 -1.300
C 1.731 4.203 -0.658
C -3.889 0.662 -4.434
C -2.540 1.953 -1.209
C -4.091 -0.159 -0.655
C 2.951 3.268 -0.254
C -5.878 1.223 -2.986
C 3.883 2.919 -1.490
C -4.316 0.865 -2.907
C 0.385 3.462 -0.226
C -2.240 3.363 -0.557
C -3.350 1.127 -0.099
C 6.420 -0.193 -2.097
C 5.707 -1.170 -1.095
C 2.527 -3.382 4.765
C -3.328 -1.416 -0.017
C -0.907 1.307 -2.754
C 4.020 -2.787 -0.954
C -0.899 -2.499 3.972
C -0.337 -4.814 4.550
C 1.170 -1.549 1.463
H 2.618 2.289 0.194
H -2.220 -1.264 -0.042
H -3.660 -2.389 -0.457
H 2.177 -1.144 1.353
H 1.737 4.303 -1.783
H 6.384 -2.066 -0.948
H -0.772 3.907 -2.102
H 0.553 -1.171 0.642
H 1.790 5.225 -0.186
H -1.960 -2.571 4.233
H -2.582 0.820 0.666
H 3.283 2.877 -2.445
H -2.804 0.435 -4.556
H -6.212 1.742 -2.054
H 5.551 -0.726 -0.072
H 0.549 -5.393 6.395
H -0.347 -2.176 4.862
H -0.948 5.125 -0.777
H 0.484 -3.688 3.084
H 3.599 -3.351 4.966
H 3.520 3.807 0.557
H 3.630 0.751 -1.485
H -6.066 0.768 -0.143
H -1.206 -1.707 1.968
H -6.396 0.230 -3.136
H 4.261 -2.651 0.141
H 2.908 -2.888 -1.102
H -2.304 3.300 0.571
H -0.056 -5.749 4.054
H 7.482 -0.060 -1.757
H -4.362 2.847 -1.975
H 2.063 -2.511 5.236
H 6.455 -0.717 -3.090
H 0.449 -3.654 6.249
H -4.054 1.669 -4.921
H 2.400 -3.339 3.681
H 4.859 1.303 -0.250
H -5.549 -0.476 1.053
H -1.191 -0.503 3.260
H 0.558 2.374 -0.462
H -6.122 -1.046 -0.582
H 4.714 3.671 -1.537
H 0.258 3.522 0.894
H 4.547 -3.706 -1.351
H -3.053 4.085 -0.861
H -3.134 2.770 -3.261
H -3.629 -1.433 1.073
H -4.136 1.792 0.358
H -1.332 -4.972 4.978
H 1.231 -2.640 1.408
H 6.443 2.024 -2.065
H -4.577 -0.060 -4.944
H 5.374 1.327 -3.359
H -6.026 1.818 -3.921
```

Here is a 9-piece molecular cluster, C27H54O17 overall in a non-equilibrium geometry from the OMol25 dataset. Energies are from ωB97M-V with the def2-TZVPD basis set.

Kohn-Sham gap: 9.56 eV
structure (SMILES): COC(=O)OC.COC(=O)OC.COC(=O)OC.COC(=O)OC.CC(C)=O.CC(C)=O.CC(C)=O.CC(C)=O.CC(C)=O
spin multiplicity: 1

```
98
C27H54O17 (ωB97M-V with the def2-TZVPD basis set)
O -0.284 -5.722 -5.576
O -4.026 -4.163 -1.251
O 1.816 -1.511 -0.248
O -1.075 -5.999 -7.691
O 7.105 1.855 -5.007
O -3.926 3.840 0.763
O 0.406 -2.094 1.417
O -3.770 1.766 10.469
O 1.523 -5.913 7.514
O -2.702 0.626 8.759
O 0.282 0.353 -6.200
O -0.696 -7.817 -6.351
O 5.700 3.690 -4.936
O 3.685 6.734 2.632
O 5.887 2.412 -3.149
O 0.824 0.042 0.801
O -2.307 2.849 9.188
C -4.510 0.649 10.888
C -6.032 4.422 -0.138
C 1.029 -5.818 6.373
C -2.833 -2.338 -2.309
C 0.032 0.545 1.834
C -4.159 -2.115 -0.119
C -3.675 -2.994 -1.239
C 2.002 6.383 4.299
C -2.904 1.647 9.414
C 1.967 8.456 2.741
C -3.826 4.647 -1.489
C 1.527 1.149 -4.322
C -1.248 -8.628 -7.329
C 6.345 2.635 -4.417
C 1.333 -6.886 5.324
C 2.678 7.214 3.217
C 5.715 3.902 -6.290
C -0.654 -6.462 -6.452
C -4.505 4.305 -0.187
C 2.199 -2.869 -0.623
C 0.011 -4.760 6.051
C 1.004 -1.281 0.744
C 1.342 0.443 -5.640
C 6.049 1.194 -2.412
C 2.666 -0.019 -6.293
C -1.164 -4.601 -8.011
C -1.611 3.019 7.961
H 5.190 4.848 -6.422
H 6.705 3.883 -6.745
H -5.011 -2.560 0.395
H -2.961 -2.891 -3.239
H 2.740 -1.099 -6.159
H -1.531 -4.613 -9.037
H -2.384 3.392 7.290
H 2.664 5.571 4.600
H -0.946 3.868 8.121
H 1.412 8.923 3.555
H 1.042 6.049 3.906
H 2.752 0.223 -7.352
H 2.395 -7.128 5.371
H 1.285 -3.323 -1.005
H 3.434 0.584 -5.810
H 1.898 6.955 5.221
H 2.924 -2.771 -1.431
H -0.227 -4.327 7.022
H -2.261 -8.343 -7.612
H -3.318 -1.866 0.528
H -5.231 1.001 11.626
H -3.064 -1.279 -2.427
H 0.078 1.634 1.810
H -1.000 0.197 1.790
H -1.817 -2.588 -2.002
H 0.239 -3.979 5.325
H -1.001 -5.133 5.892
H 5.146 3.134 -6.815
H 5.522 1.181 -1.458
H -1.315 -9.630 -6.905
H 2.707 -3.403 0.180
H -6.444 4.957 -0.994
H 1.477 2.235 -4.401
H -3.969 5.725 -1.562
H 2.767 9.134 2.444
H -4.281 4.191 -2.369
H 0.409 0.238 2.810
H 7.090 1.036 -2.129
H -4.568 -1.203 -0.554
H 0.813 -7.841 5.403
H -0.211 -4.083 -7.902
H -1.026 2.169 7.611
H -6.464 3.421 -0.150
H 1.355 8.227 1.869
H 1.063 -6.488 4.346
H 2.493 0.908 -3.880
H -5.069 0.209 10.062
H 0.805 0.750 -3.609
H 5.761 0.305 -2.973
H -3.852 -0.141 11.249
H -2.750 4.571 -1.336
H -0.608 -8.629 -8.212
H -1.853 -4.038 -7.381
H -6.225 5.047 0.733
```

Here is C27H54O18 as an isolated structure in a non-equilibrium geometry from the OMol25 dataset. Energies are from ωB97M-V with the def2-TZVPD basis set.

Kohn-Sham gap: 8.60 eV
spin multiplicity: 1

```
99
C27H54O18 (ωB97M-V with the def2-TZVPD basis set)
O -21.332 -15.161 -26.793
O -19.378 -16.277 -26.304
O -22.699 -20.453 -27.839
O -19.396 -14.929 -27.909
O -25.429 -15.126 -25.070
O -20.174 -14.804 -24.117
O -22.350 -18.953 -26.051
O -15.407 -18.804 -26.095
O -23.031 -12.023 -27.910
O -21.489 -19.076 -23.874
O -22.940 -11.490 -29.938
O -24.745 -13.287 -24.226
O -21.982 -18.336 -28.228
O -23.336 -14.772 -25.344
O -20.044 -12.564 -24.657
O -17.129 -11.641 -27.142
O -19.402 -13.149 -22.678
O -21.107 -12.569 -29.201
C -23.157 -21.507 -26.997
C -20.321 -18.123 -22.120
C -18.883 -10.204 -26.565
C -22.155 -14.092 -25.017
C -19.862 -17.081 -25.257
C -24.552 -14.225 -24.886
C -19.247 -10.869 -27.890
C -20.162 -15.466 -26.977
C -16.482 -18.441 -26.975
C -17.061 -18.293 -24.726
C -19.965 -12.699 -26.047
C -22.219 -12.137 -29.013
C -17.374 -10.366 -26.417
C -19.821 -19.569 -22.354
C -21.983 -16.960 -27.881
C -19.149 -14.041 -21.601
C -20.469 -19.949 -23.664
C -22.338 -19.199 -27.247
C -19.933 -13.850 -28.788
C -17.592 -17.901 -26.065
C -19.918 -13.611 -23.849
C -22.335 -11.203 -31.220
C -26.801 -14.875 -24.857
C -15.554 -18.541 -24.717
C -18.171 -11.863 -28.093
C -21.181 -17.898 -23.284
C -22.652 -12.715 -26.733
H -22.252 -13.007 -25.066
H -19.524 -17.397 -22.282
H -22.911 -10.657 -31.966
H -16.258 -17.613 -27.647
H -21.783 -12.289 -26.232
H -27.296 -15.843 -24.938
H -22.236 -21.845 -26.522
H -20.096 -20.262 -21.559
H -16.948 -10.562 -25.433
H -16.840 -9.572 -26.937
H -18.513 -12.845 -27.765
H -18.912 -12.855 -26.279
H -19.109 -17.653 -24.715
H -17.786 -11.935 -29.110
H -15.021 -17.600 -24.582
H -18.805 -14.998 -21.993
H -17.200 -17.545 -23.945
H -20.310 -11.107 -27.847
H -27.044 -14.561 -23.842
H -16.918 -19.224 -27.595
H -20.034 -12.872 -28.318
H -17.624 -16.829 -26.257
H -20.493 -17.866 -25.673
H -20.380 -11.872 -26.623
H -20.338 -16.449 -24.507
H -18.474 -13.713 -20.810
H -22.906 -16.452 -27.603
H -21.759 -14.533 -24.102
H -22.042 -12.154 -31.665
H -21.980 -17.177 -23.112
H -15.264 -19.305 -23.995
H -20.785 -20.971 -23.873
H -21.418 -10.618 -31.145
H -20.562 -13.572 -26.313
H -18.578 -18.300 -26.303
H -23.469 -12.691 -26.012
H -18.757 -19.782 -22.461
H -23.634 -22.272 -27.609
H -19.209 -9.998 -28.544
H -21.426 -14.327 -25.793
H -23.847 -21.107 -26.254
H -20.843 -14.302 -29.183
H -20.779 -17.832 -21.174
H -22.482 -13.754 -27.013
H -20.009 -14.265 -20.970
H -19.089 -9.138 -26.660
H -19.263 -10.575 -25.613
H -27.293 -14.110 -25.459
H -20.529 -17.521 -24.072
H -21.295 -16.795 -27.052
H -21.738 -16.505 -28.841
H -19.778 -19.751 -24.483
H -17.522 -19.213 -24.366
H -19.293 -13.674 -29.653
```